Record 1
DFT (the ωB97M-V functional and the def2-TZVPD basis) results for a 2-piece molecular cluster, C3H6NO3 overall.

The geometry in XYZ format:
```
13
Properties=species:S:1:pos:R:3:lowdin_charge:R:1
C 3.269 -0.629 -0.114 0.024
C 1.840 -0.875 -0.007 -0.526
C 3.974 0.493 -0.059 -0.096
N -1.511 1.011 -0.011 0.300
O 0.990 -0.006 0.024 0.041
O 1.610 -2.165 0.058 0.152
O 4.642 1.424 0.102 0.260
H 3.980 -1.363 -0.378 0.127
H -0.571 0.738 -0.375 0.099
H -1.421 0.761 0.964 0.144
H -1.939 1.896 -0.325 0.172
H 0.825 -2.604 0.418 0.153
H -2.168 0.283 -0.296 0.152
```

Computed properties:
Energy above the lowest of the compared OMol25 structures with the same formula, charge and spin   9.16 kcal/mol
DFT total energy   -10833.568 eV
Spin multiplicity   1
HOMO level   -13.2420 eV
Net charge   +1



Record 2
DFT (the ωB97M-V functional and the def2-TZVPD basis) results for C3H6NO4 as an isolated structure.

The geometry in XYZ format:
```
14
Properties=species:S:1:pos:R:3:lowdin_spin:R:1
C -0.572 -0.656 -0.687 0.016
C -0.354 1.472 0.433 0.000
C 0.389 0.318 -0.262 0.004
N 0.419 -2.146 -1.140 0.485
O -1.677 -0.893 -0.840 0.015
O 1.475 -2.399 -1.506 0.479
O 0.170 -4.486 -0.855 0.388
O -0.495 -3.310 -0.675 0.609
H -1.104 1.908 -0.219 0.000
H 0.367 2.246 0.684 0.000
H -0.839 1.135 1.344 0.000
H 1.132 -0.123 0.410 0.002
H 0.933 0.692 -1.140 0.001
H -0.508 -5.178 -0.741 0.001
```

Computed properties:
DFT total energy   -12871.802 eV
Spin multiplicity   3
HOMO level (spin up / spin down)   -13.0588 / -15.8181 eV
Net charge   +1



Record 3
DFT (the ωB97M-V functional and the def2-TZVPD basis) results for a 2-piece molecular cluster, C3H6NO4S overall.

The geometry in XYZ format:
```
15
Properties=species:S:1:pos:R:3:lowdin_charge:R:1
C -2.409 0.095 -0.673 -0.495
C 0.548 1.767 0.366 -0.183
C 1.127 -0.367 1.340 -0.437
N -2.435 -0.869 0.040 0.131
O -0.321 -2.302 0.130 -0.554
O -2.589 1.092 -1.270 0.055
O 1.410 -1.201 -1.448 -0.395
O 0.179 0.718 1.183 -0.297
S 1.058 -1.673 0.248 0.856
H -0.416 2.318 0.144 0.091
H 1.083 1.442 -0.643 0.119
H 1.174 2.417 0.899 0.041
H 2.198 -0.068 1.445 0.038
H 0.907 -1.809 -1.998 -0.005
H -1.515 -1.560 0.237 0.036
```

Computed properties:
Energy above the lowest of the compared OMol25 structures with the same formula, charge and spin   56.20 kcal/mol
DFT total energy   -23722.289 eV
Spin multiplicity   1
HOMO level   -4.0331 eV
Net charge   -1



Record 4
DFT (the ωB97M-V functional and the def2-TZVPD basis) results for an isolated ion of composition C3H6NO5P and charge -2.

The geometry in XYZ format:
```
16
Properties=species:S:1:pos:R:3:lowdin_charge:R:1
C -0.963 -0.055 1.307 -0.105
C -0.586 0.795 0.076 -0.786
C -1.123 0.132 -1.230 -0.092
O -0.650 2.096 0.143 -0.264
P 1.417 0.634 -0.055 0.477
O 1.864 1.159 -1.406 -0.425
O 2.101 1.135 1.195 -0.415
N 1.653 -1.211 -0.083 -0.439
O 1.685 -1.913 -1.097 -0.089
O 1.399 -1.766 1.015 -0.106
H -0.108 -0.024 1.930 0.033
H -1.165 -1.035 1.012 0.026
H -1.873 0.330 1.703 0.048
H -2.083 -0.451 -1.042 0.062
H -0.329 -0.648 -1.481 0.056
H -1.238 0.821 -1.987 0.019
```

Computed properties:
Energy above the lowest of the compared OMol25 structures with the same formula, charge and spin   120.66 kcal/mol
DFT total energy   -24222.175 eV
Spin multiplicity   1
HOMO level (spin up / spin down)   0.9316 / 0.9323 eV
SMILES string   CC(C)([O-])[P@@](=O)([O-])[N+](=O)[O-]
Net charge   -2



Question: DFT total energy of number 4 (C3H6NO5P)?
Answer: -24222.175 eV